(1)
{"formula": "C2H8NO4", "method": "ωB97M-V/def2-TZVPD", "species": ["C", "C", "N", "O", "O", "O", "O", "H", "H", "H", "H", "H", "H", "H", "H"], "coordinates": [[2.8413, -0.1883, -0.4484], [-1.0646, -0.9310, 0.1542], [2.1084, 0.2722, 0.4667], [-2.2051, -1.2168, -0.0149], [-0.0359, -1.7928, 0.1583], [-2.7313, 1.6523, -0.1509], [-0.5925, 0.3075, 0.3124], [2.4026, -0.5574, -1.3691], [3.9239, -0.2177, -0.3503], [1.0526, 0.3029, 0.3971], [-3.0915, 2.5090, -0.3902], [2.5012, 0.6209, 1.3433], [-3.3948, 0.9785, -0.3511], [-0.3537, -2.7001, 0.0343], [-1.3607, 0.9608, 0.2084]], "multiplicity": 3, "e_above_lowest_ev": 0.000, "e_lumo_ev": [-3.183, -10.471], "s_squared": 2.01, "homo_lumo_gap_ev": [9.78, 4.61], "charge": 1}

(2)
{"formula": "C8H11NOP", "method": "ωB97M-V/def2-TZVPD", "species": ["N", "C", "C", "C", "C", "C", "C", "C", "C", "P", "O", "H", "H", "H", "H", "H", "H", "H", "H", "H", "H", "H"], "coordinates": [[-2.0861, 1.8676, 0.7520], [-1.1148, 1.3103, -0.2067], [-0.2837, 0.2795, 0.1429], [-0.4353, -0.3670, 1.4234], [0.0649, -1.6011, 1.6761], [0.7480, -2.3217, 0.6661], [1.0463, -1.7032, -0.4995], [0.7157, -0.3247, -0.7418], [1.1305, 0.2827, -2.0566], [2.5875, 0.5728, -0.9801], [3.5078, -0.6615, -1.4700], [-2.7852, 1.1602, 1.0215], [-2.5732, 2.6621, 0.3265], [-1.6065, 2.1818, 1.6090], [-1.0747, 1.8241, -1.1455], [-0.9932, 0.1288, 2.2043], [-0.0835, -2.0560, 2.6426], [1.0258, -3.3476, 0.8393], [1.6002, -2.2206, -1.2679], [1.2992, -0.4177, -2.8668], [0.5754, 1.1543, -2.3725], [4.3035, -0.8077, -0.9541]], "smiles": "[NH3+]/C=C1\\C=CC=C[C@@]12CP2O", "e_above_lowest_ev": 1.922, "e_lumo_ev": -3.815, "homo_lumo_gap_ev": 7.11, "charge": 1}

(3)
{"formula": "C4H9NO2", "method": "ωB97M-V/def2-TZVPD", "species": ["C", "N", "C", "O", "C", "C", "O", "H", "H", "H", "H", "H", "H", "H", "H", "H"], "coordinates": [[0.0126, -0.9650, -2.3227], [0.1476, -0.5896, -0.8839], [0.3807, 0.7471, -0.5666], [1.0164, 1.4003, -1.3363], [0.0545, 1.2420, 0.8864], [0.1746, 0.0703, 1.7869], [-0.7517, -0.9845, 1.6370], [-0.9889, -1.0321, -2.7461], [0.5347, -0.2828, -2.9319], [0.4347, -2.0273, -2.4246], [-0.3019, -1.2691, -0.2503], [-0.8187, 1.8020, 1.0878], [0.7402, 2.0041, 1.1317], [-0.0627, 0.5170, 2.8972], [1.0719, -0.1225, 2.2241], [-1.6442, -0.5100, 1.8114]], "smiles": "CNC(=O)CCO", "e_above_lowest_ev": 2.720, "e_lumo_ev": 0.555, "homo_lumo_gap_ev": 9.75}

(4)
{"formula": "C15H45AgF3O13V", "method": "ωB97M-V/def2-TZVPD", "species": ["O", "V", "O", "Ag", "C", "O", "O", "C", "F", "F", "F", "C", "C", "H", "H", "H", "H", "H", "H", "C", "C", "C", "O", "H", "H", "H", "H", "H", "H", "H", "C", "O", "H", "H", "H", "H", "C", "O", "H", "H", "H", "H", "C", "O", "H", "H", "H", "H", "C", "O", "H", "H", "H", "H", "C", "O", "H", "H", "H", "H", "C", "O", "H", "H", "H", "H", "C", "O", "H", "H", "H", "H", "C", "O", "H", "H", "H", "H"], "coordinates": [[-10.3388, 15.8848, -25.6541], [-9.4869, 16.2209, -24.3654], [-9.8129, 15.1413, -23.2224], [-8.8638, 19.4319, -22.4107], [-6.6788, 16.7913, -22.2807], [-7.3801, 16.2888, -21.1074], [-7.7123, 17.3905, -23.0279], [-5.4145, 17.5680, -21.8011], [-4.2389, 16.9207, -21.9360], [-5.2494, 18.7487, -22.4918], [-5.4184, 17.8740, -20.4950], [-6.9051, 15.0971, -20.5338], [-7.4936, 15.1255, -19.1517], [-7.1275, 14.2941, -18.5494], [-7.0182, 15.9311, -18.5921], [-8.5826, 15.0884, -19.1207], [-5.8414, 14.8659, -20.4774], [-7.3163, 14.1609, -20.9114], [-6.3286, 15.8661, -22.7383], [-12.6173, 19.6027, -23.5773], [-11.8158, 18.3088, -23.2306], [-12.7133, 17.1342, -23.5766], [-10.4923, 18.2701, -23.6205], [-13.4905, 19.7108, -22.9338], [-13.0604, 19.5326, -24.5707], [-12.1238, 20.5682, -23.4663], [-11.6775, 18.1990, -22.1550], [-12.4100, 16.1666, -23.1768], [-12.7401, 17.1058, -24.6659], [-13.6925, 17.2857, -23.1226], [-7.4486, 13.2281, -24.8378], [-7.5895, 14.6837, -25.1807], [-6.6533, 13.1497, -24.0964], [-8.4380, 12.9110, -24.5081], [-7.2667, 12.6813, -25.7630], [-6.9386, 14.8360, -25.8698], [-7.8460, 11.7440, -18.6035], [-7.6395, 10.3614, -18.8002], [-7.3580, 11.9758, -17.6569], [-7.5001, 12.3753, -19.4220], [-8.9053, 11.9855, -18.6912], [-7.8352, 10.0765, -19.6958], [-8.3088, 10.6592, -22.3270], [-8.3872, 9.6625, -21.3610], [-9.2233, 10.8200, -22.8980], [-8.2694, 11.5533, -21.7048], [-7.5536, 10.4691, -23.0897], [-8.2016, 8.8186, -21.7793], [-6.3997, 20.7566, -20.0359], [-6.9811, 20.5067, -21.2976], [-6.8241, 20.0522, -19.3204], [-5.3103, 20.7195, -20.0337], [-6.7341, 21.7464, -19.7254], [-6.5787, 21.0915, -21.9440], [-1.6195, 19.4848, -21.6668], [-1.2742, 20.2860, -20.5344], [-2.3282, 18.7487, -21.2871], [-2.1580, 20.1241, -22.3663], [-0.7675, 18.9713, -22.1125], [-0.3472, 20.1528, -20.3231], [-3.8890, 14.1393, -18.1505], [-3.1626, 13.0955, -18.6934], [-3.4316, 15.0647, -18.5005], [-4.9146, 14.1510, -18.5192], [-4.0601, 14.1185, -17.0742], [-3.7524, 12.3381, -18.6967], [-10.0920, 17.8567, -19.5208], [-8.9650, 18.2652, -20.2477], [-10.6319, 18.7816, -19.3179], [-10.6748, 17.0656, -19.9924], [-9.8879, 17.4177, -18.5442], [-8.3512, 17.5310, -20.3249], [-8.4144, 14.1588, -15.7569], [-9.2977, 13.1030, -15.9761], [-7.3817, 13.9092, -16.0008], [-8.6784, 15.0349, -16.3492], [-8.5453, 14.5008, -14.7303], [-9.0059, 12.3025, -15.5337]], "multiplicity": 3, "e_lumo_ev": [-0.506, -3.108], "s_squared": 2.01, "homo_lumo_gap_ev": [5.92, 5.05]}

Please write out number 2 again, unchanged.
{"formula": "C8H11NOP", "method": "ωB97M-V/def2-TZVPD", "species": ["N", "C", "C", "C", "C", "C", "C", "C", "C", "P", "O", "H", "H", "H", "H", "H", "H", "H", "H", "H", "H", "H"], "coordinates": [[-2.0861, 1.8676, 0.7520], [-1.1148, 1.3103, -0.2067], [-0.2837, 0.2795, 0.1429], [-0.4353, -0.3670, 1.4234], [0.0649, -1.6011, 1.6761], [0.7480, -2.3217, 0.6661], [1.0463, -1.7032, -0.4995], [0.7157, -0.3247, -0.7418], [1.1305, 0.2827, -2.0566], [2.5875, 0.5728, -0.9801], [3.5078, -0.6615, -1.4700], [-2.7852, 1.1602, 1.0215], [-2.5732, 2.6621, 0.3265], [-1.6065, 2.1818, 1.6090], [-1.0747, 1.8241, -1.1455], [-0.9932, 0.1288, 2.2043], [-0.0835, -2.0560, 2.6426], [1.0258, -3.3476, 0.8393], [1.6002, -2.2206, -1.2679], [1.2992, -0.4177, -2.8668], [0.5754, 1.1543, -2.3725], [4.3035, -0.8077, -0.9541]], "smiles": "[NH3+]/C=C1\\C=CC=C[C@@]12CP2O", "e_above_lowest_ev": 1.922, "e_lumo_ev": -3.815, "homo_lumo_gap_ev": 7.11, "charge": 1}